The following is a DFT calculation (ωB97M-V/def2-TZVPD) of 2 unconnected molecules or ions with the total composition C5H11NO.

Values from the calculation:
LUMO = 0.835 eV
HOMO-LUMO gap = 0.33289 Eh
largest force on an atom = 4.5 eV/Å
spin multiplicity = 1
HOMO = -8.223 eV

Positions of all 18 atoms, in Å:
1 C -2.73877 -0.33120 -0.29188
2 C -2.68386 -0.55742 -1.60448
3 C 1.25162 0.05589 0.42474
4 C 1.96426 0.25929 1.76864
5 C 1.40364 1.15900 -0.50432
6 N 0.56574 -0.98614 0.11685
7 O 0.41068 -2.03658 0.80508
8 H -2.93412 0.65296 0.23365
9 H -2.53940 -1.24991 0.44543
10 H -2.45571 -1.50649 -1.98682
11 H -2.81139 0.09252 -2.45216
12 H 2.81201 -0.54568 1.83985
13 H 1.26941 0.12242 2.60411
14 H 2.46603 1.25935 1.66196
15 H 2.40944 1.31784 -0.88424
16 H 1.07803 2.16350 -0.09673
17 H 0.66620 1.02806 -1.44083
18 H -0.13383 -0.89739 -0.63886

Atom charges from the natural (NBO) analysis, given in e for atoms 1 to 2: C -0.40; C -0.41

---

The following is a DFT calculation (ωB97M-V/def2-TZVPD) of 2 unconnected molecules or ions with the total composition C5H11NO.

Values from the calculation:
LUMO = 0.967 eV
HOMO-LUMO gap = 0.35597 Eh
largest force on an atom = 3.5 eV/Å
spin multiplicity = 1
HOMO = -8.719 eV

Positions of all 18 atoms, in Å:
1 C 1.23821 -0.08706 1.77191
2 C -0.26828 -0.24632 1.75730
3 C -1.01775 0.82514 1.14564
4 N -0.33394 1.04732 -0.74973
5 C -0.41917 -0.16850 -1.31078
6 O -0.64813 -1.17935 -0.64030
7 C -0.29699 -0.35737 -2.82566
8 H 1.67751 -0.55489 2.65593
9 H 1.66377 -0.55920 0.87795
10 H 1.50505 0.97464 1.73840
11 H -0.63281 -1.26701 1.61299
12 H -0.83519 0.22261 2.67848
13 H -2.09293 0.61264 1.10912
14 H -0.72163 1.81202 1.47212
15 H -0.07969 1.76684 -1.44856
16 H 0.27881 -1.26933 -3.00918
17 H 0.15603 0.47791 -3.36645
18 H -1.30120 -0.53003 -3.23502

Atom charges from the natural (NBO) analysis, given in e for atoms 1 to 2: C -0.62; C -0.40